No. 1
{
  "formula": "C47H71Br20NO5",
  "method": "ωB97M-V with the def2-TZVPD basis set",
  "total_energy_ha": -53744.59415,
  "gap_ev": 6.32,
  "smiles": "C=Cc1cc(CCN(CC)C(C)=O)c2c(c1)C(=O)c1cccc(COCCOCC)c1C2=O.BrCCBr.BrCCBr.BrCCBr.BrCCBr.BrCCBr.BrCCBr.BrCCBr.BrCCBr.BrCCBr.BrCCBr",
  "species": ["C", "C", "C", "C", "C", "C", "C", "N", "C", "C", "C", "C", "O", "C", "C", "C", "C", "O", "C", "C", "C", "C", "C", "C", "O", "C", "C", "O", "C", "C", "C", "C", "O", "H", "H", "H", "H", "H", "H", "H", "H", "H", "H", "H", "H", "H", "H", "H", "H", "H", "H", "H", "H", "H", "H", "H", "H", "H", "H", "H", "H", "H", "H", "H", "Br", "C", "C", "Br", "H", "H", "H", "H", "Br", "C", "C", "Br", "H", "H", "H", "H", "Br", "C", "C", "Br", "H", "H", "H", "H", "Br", "C", "C", "Br", "H", "H", "H", "H", "Br", "C", "C", "Br", "H", "H", "H", "H", "Br", "C", "C", "Br", "H", "H", "H", "H", "Br", "C", "C", "Br", "H", "H", "H", "H", "Br", "C", "C", "Br", "H", "H", "H", "H", "Br", "C", "C", "Br", "H", "H", "H", "H", "Br", "C", "C", "Br", "H", "H", "H", "H"],
  "xyz": [[5.75875, -1.29639, 2.67260], [5.59922, -1.44053, 1.27343], [4.36996, -0.93208, 0.69890], [3.78358, 0.16406, 1.27023], [2.60025, 0.70887, 0.82259], [2.10191, 1.93942, 1.57239], [3.28943, 2.93209, 1.65118], [3.75197, 3.27877, 0.29213], [5.21561, 3.49857, 0.33884], [5.86623, 3.71246, -1.03924], [3.15531, 4.51929, -0.14168], [2.46796, 4.52776, -1.49919], [3.19043, 5.54238, 0.49229], [1.98487, 0.11911, -0.25498], [2.60239, -0.97885, -0.88598], [3.76268, -1.50692, -0.42793], [1.92789, -1.54622, -2.10154], [2.04011, -2.68800, -2.49647], [1.05716, -0.62311, -2.89451], [0.83897, -0.82312, -4.21936], [0.01870, -0.02709, -4.96415], [-0.61362, 1.02899, -4.35032], [-0.40272, 1.24106, -3.00968], [-1.15797, 2.38819, -2.36522], [-2.39488, 1.85892, -1.92687], [-3.01688, 2.67964, -0.95225], [-4.08654, 1.80484, -0.29502], [-4.75562, 2.49375, 0.73299], [-6.16839, 2.33438, 0.65919], [-6.81960, 2.47270, 2.04090], [0.42632, 0.43844, -2.26057], [0.68063, 0.61774, -0.80305], [-0.15952, 1.11568, -0.08535], [6.38529, -0.49770, 3.07564], [5.28064, -1.94330, 3.40546], [6.36136, -1.93870, 0.67707], [4.29070, 0.59210, 2.12246], [1.80542, 1.73318, 2.60121], [1.30199, 2.47650, 1.06723], [4.10887, 2.54767, 2.25279], [2.92387, 3.81792, 2.18489], [5.48086, 4.34105, 0.98584], [5.64777, 2.58631, 0.75613], [5.20306, 4.14143, -1.79073], [6.68773, 4.42446, -0.90773], [6.33687, 2.80599, -1.42017], [2.83896, 3.72014, -2.12982], [1.38714, 4.46240, -1.35059], [2.65311, 5.49205, -1.97233], [4.19208, -2.36040, -0.93881], [1.32483, -1.64220, -4.73584], [-0.17235, -0.20625, -6.01485], [-1.29804, 1.68538, -4.87084], [-1.33117, 3.17880, -3.11164], [-0.58392, 2.82760, -1.54755], [-2.32824, 3.05826, -0.19169], [-3.52777, 3.49311, -1.48754], [-3.57245, 0.89739, 0.05027], [-4.74925, 1.48468, -1.10701], [-6.46079, 1.35496, 0.26970], [-6.55803, 3.11086, -0.01192], [-6.20821, 1.99487, 2.80621], [-6.99759, 3.53306, 2.21771], [-7.77287, 1.93421, 2.01174], [6.31823, -3.53610, 5.91437], [5.12944, -4.95587, 5.31174], [5.73289, -5.74094, 4.18126], [5.63795, -4.75662, 2.50150], [4.18860, -4.48535, 5.04354], [4.98147, -5.59422, 6.18067], [5.17078, -6.65468, 4.01047], [6.77765, -5.98821, 4.34271], [5.49520, -5.48385, -3.32369], [3.84737, -5.07281, -4.26600], [3.85132, -5.61618, -5.66871], [4.95037, -4.53334, -6.85591], [3.72943, -3.99515, -4.22541], [3.06224, -5.54067, -3.67645], [2.84991, -5.57800, -6.09272], [4.23075, -6.63134, -5.72779], [7.51120, 2.30231, 2.75658], [8.86458, 3.67998, 2.50795], [8.64641, 4.84815, 3.43207], [7.18948, 5.98523, 2.82577], [8.83987, 3.95827, 1.45890], [9.81119, 3.19168, 2.72958], [9.52464, 5.49023, 3.44488], [8.40651, 4.54329, 4.44563], [-0.83698, -3.52235, -5.72016], [-2.58505, -2.86641, -6.26441], [-2.75414, -2.91075, -7.75837], [-1.78527, -1.46308, -8.62890], [-2.68436, -1.86443, -5.85701], [-3.30192, -3.52551, -5.77968], [-3.79722, -2.76023, -8.03056], [-2.39785, -3.83617, -8.19910], [0.91547, 0.78235, 6.04239], [-0.33584, -0.62820, 5.55068], [0.12326, -1.36071, 4.31950], [-0.19308, -0.31425, 2.71302], [-1.30671, -0.15888, 5.42702], [-0.36510, -1.29701, 6.40843], [-0.44796, -2.27732, 4.18634], [1.18321, -1.59645, 4.33947], [-10.01739, 1.11585, 2.86461], [-11.18523, 1.24059, 1.30600], [-10.79395, 0.26974, 0.22683], [-9.22846, 0.87392, -0.75292], [-11.15953, 2.27504, 0.97724], [-12.17847, 1.00629, 1.68033], [-11.58442, 0.19481, -0.51704], [-10.56331, -0.71858, 0.61153], [-14.44306, 2.85235, 1.07545], [-14.01964, 3.16583, 2.95122], [-14.21025, 4.61041, 3.32565], [-12.75126, 5.71422, 2.66514], [-13.00098, 2.82177, 3.10806], [-14.70512, 2.53143, 3.50923], [-14.19377, 4.72787, 4.40705], [-15.12918, 5.03087, 2.93011], [9.01395, -8.24067, 4.00763], [7.98110, -9.83376, 3.58088], [6.54499, -9.49657, 3.28476], [5.55052, -9.11686, 4.91497], [8.09032, -10.51454, 4.41890], [8.46008, -10.26038, 2.70225], [6.03745, -10.34541, 2.83179], [6.43825, -8.62828, 2.64053], [-5.87432, -0.90686, -10.92194], [-4.29191, -1.33009, -11.97233], [-4.43392, -2.65023, -12.68243], [-4.19549, -4.14128, -11.45689], [-3.44726, -1.30744, -11.28993], [-4.19906, -0.51903, -12.69158], [-3.65312, -2.76514, -13.43130], [-5.40424, -2.77949, -13.15085], [-2.88461, 3.01407, 8.24398], [-1.29632, 3.79615, 7.43435], [-0.27162, 4.16677, 8.47132], [-0.75742, 5.79980, 9.41338], [-1.62881, 4.64453, 6.84489], [-0.90389, 3.02587, 6.77590], [0.68490, 4.38222, 7.99959], [-0.13790, 3.39715, 9.22458]],
  "mulliken_charge": [-0.687, -0.849, 1.247, -1.135, 1.268, -0.553, -1.706, 0.761, 0.070, -1.420, 0.491, -1.378, -0.562, -0.267, 1.093, -1.814, -0.155, -0.633, 1.240, -1.239, -0.817, -0.956, 0.587, -0.794, -0.245, -0.353, -0.394, -0.318, -0.208, -0.336, 0.092, 0.140, -0.543, 0.096, 0.232, 0.571, 0.439, 0.396, 0.172, 0.478, 0.608, 0.189, 0.090, 0.349, 0.344, 0.339, 0.373, 0.213, 0.422, 0.738, 0.821, 0.570, 0.514, 0.586, -0.041, 0.230, 0.199, 0.192, 0.306, 0.310, 0.252, 0.341, 0.305, -0.388, -0.150, -0.553, -0.298, -0.091, 0.356, 0.367, 0.063, 0.307, -0.153, -0.474, -0.499, -0.150, 0.208, 0.359, 0.321, 0.393, -0.036, -0.628, -0.589, -0.122, 0.347, 0.366, 0.350, 0.379, -0.101, -0.578, -0.591, -0.129, 0.347, 0.397, 0.335, 0.367, -0.192, -0.617, -0.639, -0.024, 0.390, 0.382, 0.398, 0.319, -0.165, -0.570, -0.584, -0.157, 0.420, 0.250, 0.364, 0.401, -0.129, -0.491, -0.595, -0.131, 0.222, 0.391, 0.346, 0.394, -0.128, -0.589, -0.571, -0.134, 0.380, 0.347, 0.383, 0.340, -0.121, -0.382, -0.573, -0.136, 0.134, 0.347, 0.343, 0.377, -0.134, -0.251, -0.573, -0.153, 0.385, 0.011, 0.337, 0.383]
}



No. 2
{
  "formula": "C25H56Cl2N7O9",
  "method": "ωB97M-V with the def2-TZVPD basis set",
  "total_energy_ha": -2967.23644,
  "gap_ev": 8.87,
  "charge": -1,
  "species": ["C", "C", "O", "O", "H", "H", "H", "C", "C", "O", "N", "C", "H", "H", "H", "H", "H", "H", "H", "C", "C", "O", "N", "C", "H", "H", "H", "H", "H", "H", "H", "C", "C", "O", "N", "C", "H", "H", "H", "H", "H", "H", "H", "C", "C", "O", "N", "C", "H", "H", "H", "H", "H", "H", "H", "C", "C", "O", "N", "C", "H", "H", "H", "H", "H", "H", "H", "C", "C", "O", "N", "C", "H", "H", "H", "H", "H", "H", "H", "C", "C", "O", "N", "C", "H", "H", "H", "H", "H", "H", "H", "Cl", "C", "C", "Cl", "H", "H", "H", "H"],
  "xyz": [[0.55114, 0.18139, 0.16919], [-0.58019, -0.81743, 0.28969], [-0.54058, -1.65301, 1.26038], [-1.52852, -0.69833, -0.52945], [1.39460, -0.18166, 0.75645], [0.14341, 1.08934, 0.61361], [0.69429, 0.29489, -0.90539], [1.91961, -3.70194, 2.90770], [1.81788, -2.59796, 3.95119], [2.62249, -2.56256, 4.88760], [0.76701, -1.74305, 3.86087], [0.60117, -0.53558, 4.70885], [0.97108, -3.79164, 2.37823], [1.94602, -4.72170, 3.29176], [2.67260, -3.39340, 2.18250], [0.24436, -1.67326, 2.99943], [-0.43956, -0.24924, 4.86053], [1.07236, 0.31468, 4.21577], [1.06109, -0.63837, 5.69170], [-1.37397, -3.11160, -2.79206], [-2.61543, -2.47632, -3.39949], [-3.18155, -3.01919, -4.34932], [-2.98128, -1.20797, -3.01371], [-4.01472, -0.37642, -3.60654], [-0.47087, -2.50574, -2.86585], [-1.12276, -4.02090, -3.33810], [-1.62856, -3.41123, -1.77545], [-2.57894, -0.83071, -2.16760], [-4.83828, -0.15432, -2.92794], [-4.40514, -0.93885, -4.45468], [-3.63974, 0.59107, -3.94041], [-1.68096, 3.07813, -1.56832], [-0.99305, 2.56165, -2.82083], [-0.49624, 3.26998, -3.67166], [-0.97280, 1.23302, -2.94418], [-0.30743, 0.46446, -4.05438], [-1.15217, 2.63605, -0.72389], [-2.72546, 2.78988, -1.68674], [-1.61909, 4.15162, -1.38973], [-1.23353, 0.65691, -2.15664], [0.16956, 1.08497, -4.81302], [-1.10344, -0.03613, -4.60562], [0.40964, -0.27422, -3.69622], [-4.47988, -2.81051, -0.12397], [-4.47256, -2.80785, 1.40315], [-5.46193, -3.04025, 2.08390], [-3.33267, -2.47322, 1.94057], [-2.93771, -2.65024, 3.35443], [-5.49202, -3.12341, -0.38039], [-3.69258, -3.47655, -0.47703], [-4.29187, -1.78250, -0.43375], [-2.54043, -2.39532, 1.31896], [-2.94729, -1.70792, 3.90219], [-1.88076, -2.91659, 3.36029], [-3.45519, -3.49053, 3.81726], [4.32906, -1.89738, -0.38414], [4.93008, -1.40891, 0.92745], [6.03534, -1.82483, 1.25454], [4.21538, -0.53029, 1.58341], [4.47463, 0.11463, 2.85771], [4.06384, -2.95205, -0.31054], [5.01930, -1.81359, -1.22358], [3.40245, -1.36699, -0.60366], [3.34347, -0.28754, 1.13514], [4.64111, 1.18501, 2.73650], [5.30603, -0.23134, 3.47187], [3.57185, 0.01481, 3.46031], [-2.30729, 1.30688, 3.15570], [-3.54487, 1.61257, 2.37392], [-4.27493, 2.56501, 2.69139], [-3.82595, 0.89203, 1.27792], [-4.97325, 1.08790, 0.37191], [-1.84857, 0.34502, 2.92658], [-2.60658, 1.23874, 4.20159], [-1.62711, 2.11684, 2.89224], [-3.19008, 0.17700, 0.95468], [-5.28626, 0.15858, -0.10400], [-4.77578, 1.91725, -0.30726], [-5.71315, 1.43409, 1.09358], [5.14449, 0.70567, -4.58725], [3.78544, 0.97037, -3.97238], [2.83468, 0.34782, -4.38879], [3.79993, 1.84564, -2.96938], [2.59851, 2.39082, -2.23051], [5.28864, 1.06589, -5.60586], [5.30063, -0.37197, -4.63626], [5.90629, 1.13421, -3.93600], [4.64073, 2.39959, -2.89001], [2.54834, 2.22673, -1.15410], [1.69733, 1.99691, -2.70041], [2.53756, 3.46043, -2.43130], [2.38923, 2.64070, 1.64039], [1.77393, 4.23960, 1.12000], [2.82159, 5.30449, 1.30791], [3.29741, 5.50443, 3.06802], [0.84043, 4.45007, 1.64190], [1.42818, 4.02593, 0.10861], [2.42019, 6.21331, 0.85954], [3.73855, 5.19552, 0.72876]],
  "mulliken_charge": [1.887, -0.540, -1.110, 0.121, -0.895, -0.292, -0.200, -0.629, 0.802, -0.701, 0.230, -0.968, 0.144, 0.397, -0.011, -0.113, 0.273, 0.224, 0.431, -0.435, 0.780, -0.723, 0.593, -0.979, 0.037, 0.372, 0.022, -0.363, 0.245, 0.430, 0.254, -0.727, 0.845, -0.734, 0.747, -1.159, -0.073, 0.199, 0.341, -0.510, 0.366, 0.351, 0.355, -0.507, 0.771, -0.764, 0.174, -0.907, 0.333, 0.270, -0.170, -0.086, 0.196, 0.263, 0.402, -0.818, 0.940, -0.721, 0.137, -0.975, 0.269, 0.318, 0.099, -0.171, 0.375, 0.334, 0.218, -0.026, 0.583, -0.745, 0.203, -1.015, -0.352, 0.378, 0.126, -0.299, 0.271, 0.206, 0.478, -1.120, 0.665, -0.594, -0.147, -0.172, 0.275, 0.291, 0.323, 0.261, -0.057, -0.132, 0.341, -0.027, -0.260, -0.555, -0.196, 0.328, -0.008, 0.408, 0.305]
}